<1>
This record from the Open Molecules 2025 dataset describes the molecule C6H7NS. The level of theory is ωB97M-V with the def2-TZVPD basis set.

```
! wB97M-V def2-TZVPD RIJCOSX def2/J DEFGRID3
* xyz 0 1
C 0.955 -0.319 2.340
C 1.288 -0.762 1.130
S 2.530 -1.912 0.675
C 1.967 -1.779 -0.985
C 0.962 -0.938 -1.155
C 0.391 -0.421 0.090
N -0.476 0.429 0.455
C -1.415 1.059 -0.418
H 1.570 -0.507 3.187
H 0.177 0.311 2.657
H 2.641 -2.351 -1.628
H 0.529 -0.467 -2.073
H -1.074 1.714 -1.151
H -1.865 0.210 -1.055
H -2.110 1.458 0.260
*
```

Results
* LUMO energy: -0.0015 Ha
* gap between HOMO and LUMO: 7.89 eV

These are the Mulliken partial charges, in e, on atoms 1 to 2: -0.7471 0.2677

<2>
This record from the Open Molecules 2025 dataset describes a structure of composition C6H7NS. The level of theory is ωB97M-V with the def2-TZVPD basis set.

```
! wB97M-V def2-TZVPD RIJCOSX def2/J DEFGRID3
* xyz 0 1
C 0.704 0.242 -1.621
C 2.186 -0.171 -1.567
C 0.052 -0.245 0.671
C 1.266 -0.846 -2.571
C -1.013 0.717 1.133
C -1.168 0.187 2.535
N 0.711 -0.436 -0.400
S 0.010 -1.246 2.125
H 0.249 1.213 -1.938
H 0.997 -1.947 -2.556
H 1.553 -0.464 -3.525
H -0.848 1.756 1.020
H -1.729 0.530 0.451
H -0.819 0.974 3.345
H -2.151 -0.264 2.898
*
```

Results
* LUMO energy: 0.0130 Ha
* gap between HOMO and LUMO: 8.64 eV

These are the Mulliken partial charges, in e, on atoms 1 to 2: -0.3075 -0.3630

According to the calculations, the structures order from most to least stable as <1>, <2>.

<1>
This record from the Open Molecules 2025 dataset describes a structure of composition C6H7NS. The level of theory is ωB97M-V with the def2-TZVPD basis set.

```
! wB97M-V def2-TZVPD RIJCOSX def2/J DEFGRID3
* xyz 0 1
C -2.827 0.108 0.311
C -1.231 0.037 0.348
C 0.843 0.223 -1.055
C -2.075 1.216 -0.228
C 1.563 -1.034 -0.443
C 2.425 -0.237 0.518
N -2.027 -1.000 0.089
S 1.891 1.327 -0.303
H -3.348 0.163 1.207
H -1.646 1.218 -1.275
H -2.066 2.170 0.210
H 1.059 -1.902 -0.043
H 1.951 -1.607 -1.246
H 2.017 -0.378 1.531
H 3.471 -0.306 0.378
*
```

Results
* LUMO energy: 0.0088 Ha
* gap between HOMO and LUMO: 8.39 eV

These are the Mulliken partial charges, in e, on atoms 1 to 2: -0.0242 0.0176

<2>
This record from the Open Molecules 2025 dataset describes a structure of composition C6H7NS. The level of theory is ωB97M-V with the def2-TZVPD basis set.

```
! wB97M-V def2-TZVPD RIJCOSX def2/J DEFGRID3
* xyz 0 1
C 3.398 -1.062 -0.156
C 1.329 -0.414 0.212
C 1.906 0.833 0.032
C 0.004 1.397 0.513
C -0.119 -0.154 0.594
C -1.201 -0.493 -0.411
N 2.195 -1.465 0.045
S 3.515 0.827 -0.081
H 4.287 -1.598 -0.452
H -0.170 1.958 1.426
H -0.534 1.627 -0.340
H -0.464 -0.520 1.637
H -0.850 -0.234 -1.445
H -2.106 0.004 -0.188
H -1.235 -1.589 -0.437
*
```

Results
* LUMO energy: 0.0205 Ha
* gap between HOMO and LUMO: 9.06 eV

These are the Mulliken partial charges, in e, on atoms 1 to 2: -0.0788 0.0531

<3>
This record from the Open Molecules 2025 dataset describes a cluster of 2 separate species, C6H7NS in total. The level of theory is ωB97M-V with the def2-TZVPD basis set.

```
! wB97M-V def2-TZVPD RIJCOSX def2/J DEFGRID3
* xyz 0 1
C -0.661 -0.117 0.399
C -0.629 -1.522 0.664
C 0.540 -2.101 0.158
C 0.718 0.117 -0.363
C 0.719 1.306 -1.283
C 1.586 1.356 -0.132
H -1.584 -2.304 0.681
H 0.725 -3.256 0.243
H 2.471 -1.060 0.505
H 1.276 1.248 -2.235
H -0.204 2.028 -1.456
H 2.751 1.219 -0.391
H 1.367 1.861 0.940
N 1.405 -1.218 -0.577
S -1.892 0.909 0.568
*
```

Results
* LUMO energy: -0.0276 Ha
* gap between HOMO and LUMO: 7.62 eV

These are the Mulliken partial charges, in e, on atoms 1 to 2: -0.0634 -0.3195

<4>
This record from the Open Molecules 2025 dataset describes the molecule C6H7NS. The level of theory is ωB97M-V with the def2-TZVPD basis set.

```
! wB97M-V def2-TZVPD RIJCOSX def2/J DEFGRID3
* xyz 0 1
C 0.154 0.740 2.716
C -0.435 0.951 1.552
N -0.122 0.281 0.348
C 0.811 -0.671 0.176
C 0.764 -1.109 -1.150
C -0.221 -0.311 -1.810
S -0.849 -0.382 -3.457
C -0.745 0.527 -0.868
H 0.914 -0.011 2.921
H -0.191 1.328 3.580
H -1.199 1.727 1.432
H 1.357 -1.117 1.042
H 1.349 -1.895 -1.594
H -0.026 -1.304 -3.934
H -1.560 1.245 -0.952
*
```

Results
* LUMO energy: 0.0358 Ha
* gap between HOMO and LUMO: 8.92 eV

These are the Mulliken partial charges, in e, on atoms 1 to 2: -0.9248 0.3332

According to the calculations, the structures order from most to least stable as <4>, <2>, <3>, <1>.

<1>
This record from the Open Molecules 2025 dataset describes the molecule C4H7ClO2S. The level of theory is ωB97M-V with the def2-TZVPD basis set.

```
! wB97M-V def2-TZVPD RIJCOSX def2/J DEFGRID3
* xyz 0 1
O 2.052 -0.452 -0.927
C 1.694 -0.580 0.225
C 0.244 -0.943 0.661
O -0.083 -0.580 1.957
C -0.669 -0.634 -0.527
Cl -2.335 -1.183 -0.112
C -0.687 0.823 -1.010
S -0.872 2.028 0.422
H 2.305 -0.583 1.167
H 0.245 -2.041 0.732
H -0.372 0.361 1.988
H -0.386 -1.208 -1.433
H -1.519 1.033 -1.707
H 0.287 1.058 -1.458
H 0.095 2.901 0.022
*
```

Results
* LUMO energy: 0.0170 Ha
* gap between HOMO and LUMO: 10.27 eV

These are the Mulliken partial charges, in e, on atoms 1 to 2: -0.5025 0.0564

<2>
This record from the Open Molecules 2025 dataset describes a cluster of 2 separate species, C4H7ClO2S in total. The level of theory is ωB97M-V with the def2-TZVPD basis set.

```
! wB97M-V def2-TZVPD RIJCOSX def2/J DEFGRID3
* xyz 0 1
C -1.131 0.557 1.459
C 1.948 0.315 -0.203
C 1.044 1.013 0.829
C -2.040 -0.861 -1.400
O -1.584 1.637 1.244
O 0.094 0.106 1.248
S -0.798 -1.857 -1.407
Cl -3.447 -1.293 -2.189
H 1.534 0.219 -1.181
H 2.886 0.878 -0.391
H 2.184 -0.693 0.275
H 0.538 1.969 0.496
H 1.619 1.215 1.747
H -1.743 -0.256 1.828
H -1.104 -2.948 -2.356
*
```

Results
* LUMO energy: -0.0135 Ha
* gap between HOMO and LUMO: 8.75 eV

These are the Mulliken partial charges, in e, on atoms 1 to 2: 0.1170 -0.9852

According to the calculations, the structures order from most to least stable as <1>, <2>.

<1>
This record from the Open Molecules 2025 dataset describes a cluster of 2 separate species, C14H16O2 in total. The level of theory is ωB97M-V with the def2-TZVPD basis set.

```
! wB97M-V def2-TZVPD RIJCOSX def2/J DEFGRID3
* xyz 0 1
C -3.852 -1.986 -0.354
C -2.397 -1.914 -0.748
C -1.746 -0.679 -0.772
C -0.538 -0.564 -1.438
C 0.020 -1.681 -2.038
O 1.210 -1.530 -2.716
C -0.468 -2.951 -1.767
C -1.708 -3.060 -1.149
H -4.060 -1.687 0.668
H -4.254 -2.981 -0.542
H -4.370 -1.310 -1.038
H -2.219 0.175 -0.304
H -0.069 0.381 -1.587
H 1.851 -2.204 -2.500
H 0.113 -3.834 -2.003
H -2.328 -3.949 -1.186
C 2.912 0.308 -0.148
C 2.123 1.299 0.637
C 1.016 1.945 0.118
C 0.227 2.799 0.900
C 0.536 3.029 2.222
O -0.079 4.032 2.895
C 1.616 2.314 2.775
C 2.416 1.531 1.992
H 3.056 -0.649 0.354
H 3.834 0.685 -0.594
H 2.356 -0.026 -1.031
H 0.740 1.807 -0.909
H -0.597 3.229 0.343
H -0.447 3.820 3.754
H 1.807 2.625 3.797
H 3.299 1.027 2.370
*
```

Results
* LUMO energy: 0.0285 Ha
* gap between HOMO and LUMO: 9.25 eV

These are the Mulliken partial charges, in e, on atoms 1 to 2: -1.3627 0.7048

<2>
This record from the Open Molecules 2025 dataset describes a cluster of 2 separate species, C14H16O2 in total. The level of theory is ωB97M-V with the def2-TZVPD basis set.

```
! wB97M-V def2-TZVPD RIJCOSX def2/J DEFGRID3
* xyz 0 1
C 1.272 -2.400 1.161
C 1.538 -1.215 0.262
C 2.296 -0.161 0.770
C 2.594 0.913 -0.039
C 2.139 0.972 -1.346
O 2.600 1.929 -2.227
C 1.446 -0.104 -1.874
C 1.105 -1.156 -1.053
H 0.984 -3.322 0.650
H 0.497 -2.153 1.890
H 2.227 -2.657 1.611
H 2.702 -0.177 1.772
H 3.042 1.842 0.315
H 2.562 2.786 -1.786
H 1.267 -0.093 -2.940
H 0.539 -2.027 -1.361
C -2.035 0.077 -2.166
C -1.951 0.258 -0.675
C -1.786 1.528 -0.142
C -1.605 1.741 1.224
C -1.593 0.647 2.057
O -1.394 0.727 3.415
C -1.777 -0.634 1.562
C -1.909 -0.820 0.202
H -3.056 0.119 -2.544
H -1.681 -0.924 -2.433
H -1.426 0.794 -2.713
H -1.675 2.362 -0.825
H -1.539 2.780 1.536
H -1.429 1.649 3.696
H -1.936 -1.470 2.227
H -2.019 -1.812 -0.226
*
```

Results
* LUMO energy: 0.0268 Ha
* gap between HOMO and LUMO: 9.06 eV

These are the Mulliken partial charges, in e, on atoms 1 to 2: -1.5683 0.4922

<3>
This record from the Open Molecules 2025 dataset describes the molecule C14H16O2. The level of theory is ωB97M-V with the def2-TZVPD basis set.

```
! wB97M-V def2-TZVPD RIJCOSX def2/J DEFGRID3
* xyz 0 1
C 1.796 3.441 -1.182
C 1.357 2.467 -2.087
C 2.033 1.098 -2.074
C 1.628 0.317 -0.735
C 0.165 -0.074 -0.538
C -0.436 -0.869 -1.700
C -1.883 -1.225 -1.422
C -2.399 -1.273 -0.177
C -1.623 -0.851 1.005
C -1.894 -1.820 2.181
O -2.835 -2.622 2.217
C -1.216 -1.504 3.448
C -0.074 -0.763 3.378
C 0.329 -0.083 2.103
O 0.727 1.040 2.173
C -0.106 -0.831 0.793
H 2.478 3.221 -0.363
H 1.468 4.449 -1.198
H 0.662 2.569 -2.865
H 3.100 1.248 -2.115
H 1.745 0.576 -3.023
H 2.115 -0.666 -0.916
H 2.132 0.840 0.056
H -0.427 0.852 -0.513
H 0.081 -1.868 -1.812
H -0.520 -0.333 -2.618
H -2.564 -1.442 -2.364
H -3.403 -1.739 -0.013
H -1.948 0.168 1.178
H -1.529 -2.061 4.365
H 0.605 -0.477 4.171
H 0.436 -1.784 0.647
*
```

Results
* LUMO energy: -0.0179 Ha
* gap between HOMO and LUMO: 8.73 eV

These are the Mulliken partial charges, in e, on atoms 1 to 2: -0.8111 -0.1593

According to the calculations, the structures order from most to least stable as <2>, <1>, <3>.